The following is a quantum chemistry calculation of a cluster of 14 separate species, C64H151N5O5 in total, from the OMol25 dataset.

Each atom is followed by the atoms it is bonded to, with distances in Å.
Geometry (Å):
1 C -2.33366 -1.43233 -5.12132  C2 1.507, H7 1.090, H8 1.090, H9 1.090
2 C -1.84661 -2.85713 -5.17699  C1 1.507, C3 1.584, H10 1.090, H11 1.090
3 C -0.68410 -3.06625 -4.12120  C2 1.584, C4 1.569, H12 1.090, H13 1.090
4 C -0.22478 -4.56438 -4.20240  C3 1.569, C5 1.561, H14 1.090, H15 1.090
5 C 0.90332 -4.76830 -3.14251  C4 1.561, C6 1.540, H16 1.090, H17 1.090
6 C 2.26814 -4.17174 -3.53518  C5 1.540, H18 1.090, H19 1.090, H20 1.090
7 H -3.11327 -1.16029 -5.83287  C1 1.090
8 H -1.49084 -0.74848 -5.22192  C1 1.090
9 H -2.72102 -1.15022 -4.14231  C1 1.090
10 H -2.65029 -3.59242 -5.13772  C2 1.090
11 H -1.36520 -3.00417 -6.14380  C2 1.090
12 H -1.11183 -2.77734 -3.16115  C3 1.090
13 H 0.15092 -2.41697 -4.38438  C3 1.090
14 H -1.08094 -5.18212 -3.93136  C4 1.090
15 H 0.15592 -4.86210 -5.17941  C4 1.090
16 H 0.56458 -4.26853 -2.23499  C5 1.090
17 H 1.08684 -5.83252 -2.99469  C5 1.090
18 H 2.96990 -4.38851 -2.72980  C6 1.090
19 H 2.65009 -4.67328 -4.42438  C6 1.090
20 H 2.32217 -3.11650 -3.80286  C6 1.090
21 C -4.31920 0.11449 4.05252  C22 1.528, H27 1.090, H28 1.090, H29 1.090
22 C -4.50909 -1.36944 4.36116  C21 1.528, C23 1.545, H30 1.090, H31 1.090
23 C -5.19615 -2.06855 3.16691  C22 1.545, C24 1.504, H32 1.090, H33 1.090
24 C -5.69749 -3.45661 3.45460  C23 1.504, C25 1.556, H34 1.090, H35 1.090
25 C -6.49461 -4.17445 2.32815  C24 1.556, C26 1.498, H36 1.090, H37 1.090
26 C -6.71097 -5.63035 2.60780  C25 1.498, H38 1.090, H39 1.090, H40 1.090
27 H -3.58181 0.25632 3.26242  C21 1.090
28 H -4.17346 0.63622 4.99839  C21 1.090
29 H -5.18455 0.64075 3.64964  C21 1.090
30 H -3.48726 -1.70187 4.54410  C22 1.090
31 H -5.02181 -1.34808 5.32281  C22 1.090
32 H -4.42448 -2.03652 2.39775  C23 1.090
33 H -6.02887 -1.52885 2.71592  C23 1.090
34 H -4.88253 -4.08442 3.81491  C24 1.090
35 H -6.37530 -3.30870 4.29531  C24 1.090
36 H -7.30748 -3.49622 2.06867  C25 1.090
37 H -5.76678 -4.28863 1.52483  C25 1.090
38 H -7.50219 -6.10638 2.02861  C26 1.090
39 H -5.77640 -6.19133 2.60804  C26 1.090
40 H -7.16198 -5.66412 3.59954  C26 1.090
41 C -0.94321 -1.70314 0.62995  C42 1.530, H47 1.090, H48 1.090, H49 1.090
42 C -0.14898 -0.47641 0.17594  C41 1.530, C43 1.550, H50 1.090, H51 1.090
43 C -0.54125 0.04608 -1.22986  C42 1.550, C44 1.521, H52 1.090, H53 1.090
44 C 0.08568 1.40934 -1.48137  C43 1.521, C45 1.556, H54 1.090, H55 1.090
45 C -0.35191 2.09118 -2.80942  C44 1.556, C46 1.574, H56 1.090, H57 1.090
46 C 0.46584 3.41615 -3.04195  C45 1.574, H58 1.090, H59 1.090, H60 1.090
47 H -0.84678 -2.56777 -0.02672  C41 1.090
48 H -2.02102 -1.55201 0.68961  C41 1.090
49 H -0.58817 -2.11325 1.57539  C41 1.090
50 H -0.48218 0.23935 0.92745  C42 1.090
51 H 0.89900 -0.73412 0.32901  C42 1.090
52 H -1.62804 0.05417 -1.31292  C43 1.090
53 H -0.11117 -0.74165 -1.84842  C43 1.090
54 H -0.19617 2.06562 -0.65799  C44 1.090
55 H 1.16168 1.27747 -1.36762  C44 1.090
56 H -0.15838 1.42379 -3.64919  C45 1.090
57 H -1.42812 2.25587 -2.75711  C45 1.090
58 H 1.52609 3.26533 -3.24503  C46 1.090
59 H 0.04378 3.91081 -3.91676  C46 1.090
60 H 0.51401 4.11914 -2.21034  C46 1.090
61 C 3.70069 4.71430 6.78306  C62 1.584, H67 1.090, H68 1.090, H69 1.090
62 C 3.20224 4.02644 5.44665  C61 1.584, C63 1.561, H70 1.090, H71 1.090
63 C 1.77861 4.61917 5.20618  C62 1.561, C64 1.512, H72 1.090, H73 1.090
64 C 1.12610 3.70594 4.19352  C63 1.512, C65 1.539, H74 1.090, H75 1.090
65 C -0.16376 4.21675 3.52683  C64 1.539, C66 1.513, H76 1.090, H77 1.090
66 C -0.62408 3.21678 2.48948  C65 1.513, H78 1.090, H79 1.090, H80 1.090
67 H 4.63777 4.26236 7.10823  C61 1.090
68 H 3.03304 4.65166 7.64237  C61 1.090
69 H 3.90575 5.77359 6.62822  C61 1.090
70 H 3.78558 4.31544 4.57242  C62 1.090
71 H 3.22522 2.94400 5.57276  C62 1.090
72 H 1.94931 5.62338 4.81824  C63 1.090
73 H 1.07123 4.67391 6.03367  C63 1.090
74 H 1.80386 3.35036 3.41743  C64 1.090
75 H 0.86369 2.79300 4.72809  C64 1.090
76 H -0.90708 4.33729 4.31490  C65 1.090
77 H 0.04523 5.20278 3.11193  C65 1.090
78 H -0.88071 2.28932 3.00141  C66 1.090
79 H -1.53630 3.55235 1.99617  C66 1.090
80 H 0.09336 2.91000 1.72837  C66 1.090
81 C 8.82886 -3.11835 -3.80207  C82 1.554, H87 1.090, H88 1.090, H89 1.090
82 C 7.58001 -2.22150 -3.57895  C81 1.554, C83 1.547, H90 1.090, H91 1.090
83 C 6.56992 -2.78388 -2.55058  C82 1.547, C84 1.544, H92 1.090, H93 1.090
84 C 5.13861 -2.20699 -2.60918  C83 1.544, C85 1.533, H94 1.090, H95 1.090
85 C 5.18016 -0.70272 -2.31633  C84 1.533, C86 1.526, H96 1.090, H97 1.090
86 C 3.85342 0.03147 -2.48719  C85 1.526, H98 1.090, H99 1.090, H100 1.090
87 H 9.45493 -2.43592 -4.37689  C81 1.090
88 H 8.67016 -4.08663 -4.27680  C81 1.090
89 H 9.39273 -3.35524 -2.89983  C81 1.090
90 H 7.84323 -1.19321 -3.33109  C82 1.090
91 H 7.08686 -2.25988 -4.55025  C82 1.090
92 H 7.01639 -2.58297 -1.57672  C83 1.090
93 H 6.52895 -3.86771 -2.65892  C83 1.090
94 H 4.66629 -2.21066 -3.59153  C84 1.090
95 H 4.47793 -2.82163 -1.99778  C84 1.090
96 H 5.51677 -0.56989 -1.28815  C85 1.090
97 H 5.98735 -0.30136 -2.92906  C85 1.090
98 H 2.99437 -0.39516 -1.96937  C86 1.090
99 H 3.97794 1.08306 -2.22884  C86 1.090
100 H 3.66939 0.11950 -3.55793  C86 1.090
101 C -4.05694 -9.68186 4.07089  C102 1.501, H107 1.090, H108 1.090, H109 1.090
102 C -4.07766 -8.20587 3.80016  C101 1.501, C103 1.549, H110 1.090, H111 1.090
103 C -2.78022 -7.51382 4.28716  C102 1.549, C104 1.513, H112 1.090, H113 1.090
104 C -2.76291 -6.00059 4.26564  C103 1.513, C105 1.543, H114 1.090, H115 1.090
105 C -1.38751 -5.41783 4.65403  C104 1.543, C106 1.513, H116 1.090, H117 1.090
106 C -1.10459 -4.02189 4.14432  C105 1.513, H118 1.090, H119 1.090, H120 1.090
107 H -3.16710 -10.22097 3.74586  C101 1.090
108 H -4.92317 -10.19564 3.65403  C101 1.090
109 H -4.14333 -9.86925 5.14118  C101 1.090
110 H -4.26969 -7.87111 2.78076  C102 1.090
111 H -4.93862 -7.81876 4.34514  C102 1.090
112 H -2.06934 -7.79024 3.50847  C103 1.090
113 H -2.37885 -7.83977 5.24672  C103 1.090
114 H -3.05637 -5.55593 3.31470  C104 1.090
115 H -3.48760 -5.70539 5.02445  C104 1.090
116 H -1.21468 -5.44930 5.72979  C105 1.090
117 H -0.67319 -6.13222 4.24478  C105 1.090
118 H -0.06454 -3.69828 4.18520  C106 1.090
119 H -1.45715 -3.88971 3.12142  C106 1.090
120 H -1.69760 -3.30825 4.71629  C106 1.090
121 C -4.91201 -6.43835 -1.41648  C122 1.533, H127 1.090, H128 1.090, H129 1.090
122 C -3.70341 -5.53676 -1.13930  C121 1.533, C123 1.536, H130 1.090, H131 1.090
123 C -2.87160 -5.81398 0.12181  C122 1.536, C124 1.450, H132 1.090, H133 1.090
124 C -1.95516 -6.92800 -0.02088  C123 1.450, C125 1.502, H134 1.090, H135 1.090
125 C -0.87792 -6.83176 1.02084  C124 1.502, C126 1.543, H136 1.090, H137 1.090
126 C -0.18919 -8.19301 1.25159  C125 1.543, H138 1.090, H139 1.090, H140 1.090
127 H -5.54238 -6.46383 -0.52761  C121 1.090
128 H -4.54645 -7.45220 -1.57949  C121 1.090
129 H -5.43536 -6.16476 -2.33265  C121 1.090
130 H -3.00899 -5.45844 -1.97580  C122 1.090
131 H -4.18446 -4.57031 -0.98875  C122 1.090
132 H -3.61434 -6.02728 0.89053  C123 1.090
133 H -2.35912 -4.90440 0.43504  C123 1.090
134 H -2.56224 -7.82772 0.07938  C124 1.090
135 H -1.40206 -7.01488 -0.95610  C124 1.090
136 H -0.13813 -6.10258 0.69053  C125 1.090
137 H -1.30360 -6.53486 1.97935  C125 1.090
138 H 0.38244 -8.50216 0.37652  C126 1.090
139 H 0.49080 -8.15644 2.10270  C126 1.090
140 H -0.78483 -9.05773 1.54409  C126 1.090
141 C -6.01449 1.43720 -1.84374  C142 1.466, H147 1.090, H148 1.090, H149 1.090
142 C -4.78966 2.23254 -1.71889  C141 1.466, C143 1.567, H150 1.090, H151 1.090
143 C -3.80533 1.61914 -0.66518  C142 1.567, C144 1.573, H152 1.090, H153 1.090
144 C -4.34372 1.81966 0.79933  C143 1.573, C145 1.541, H154 1.090, H155 1.090
145 C -4.50920 3.28229 1.25601  C144 1.541, C146 1.501, H156 1.090, H157 1.090
146 C -4.57993 3.53370 2.73365  C145 1.501, H158 1.090, H159 1.090, H160 1.090
147 H -6.63467 1.82035 -2.65409  C141 1.090
148 H -6.62296 1.54839 -0.94624  C141 1.090
149 H -5.91395 0.37488 -2.06613  C141 1.090
150 H -4.35378 2.24427 -2.71788  C142 1.090
151 H -4.93781 3.29558 -1.52891  C142 1.090
152 H -2.77442 1.97312 -0.66931  C143 1.090
153 H -3.74489 0.56693 -0.94317  C143 1.090
154 H -5.23887 1.20071 0.86026  C144 1.090
155 H -3.59432 1.37886 1.45675  C144 1.090
156 H -3.65799 3.86925 0.91103  C145 1.090
157 H -5.40424 3.57308 0.70605  C145 1.090
158 H -4.58025 4.58272 3.02971  C146 1.090
159 H -5.52877 3.08895 3.03363  C146 1.090
160 H -3.80576 3.04681 3.32670  C146 1.090
161 C 3.60823 0.62691 1.30469  C162 1.530, H167 1.090, H168 1.090, H169 1.090
162 C 4.63806 0.48600 2.42723  C161 1.530, C163 1.516, H170 1.090, H171 1.090
163 C 5.46840 1.74912 2.54675  C162 1.516, C164 1.550, H172 1.090, H173 1.090
164 C 6.32656 1.67184 3.83525  C163 1.550, C165 1.528, H174 1.090, H175 1.090
165 C 6.85839 3.01989 4.32127  C164 1.528, C166 1.606, H176 1.090, H177 1.090
166 C 7.69575 2.82102 5.67772  C165 1.606, H178 1.090, H179 1.090, H180 1.090
167 H 3.06949 -0.32056 1.31765  C161 1.090
168 H 4.12945 0.61494 0.34747  C161 1.090
169 H 2.85694 1.41661 1.31096  C161 1.090
170 H 4.11090 0.20907 3.34019  C162 1.090
171 H 5.26263 -0.35756 2.13324  C162 1.090
172 H 4.90248 2.67815 2.61561  C163 1.090
173 H 6.15107 1.82477 1.70037  C163 1.090
174 H 5.74524 1.20746 4.63182  C164 1.090
175 H 7.24902 1.13326 3.61818  C164 1.090
176 H 7.62824 3.35056 3.62406  C165 1.090
177 H 6.00498 3.68753 4.43977  C165 1.090
178 H 8.51142 2.11259 5.53314  C166 1.090
179 H 8.16828 3.71397 6.08693  C166 1.090
180 H 7.04607 2.36560 6.42513  C166 1.090
181 O 4.91073 5.17368 -5.03998  C182 1.211
182 C 5.55458 4.30990 -4.48679  O181 1.211, N183 1.325, C184 1.507
183 N 6.87235 4.21948 -4.59378  C182 1.325, H185 1.010, H186 1.010
184 C 4.90037 3.33471 -3.54214  C182 1.507, H187 1.090, H188 1.090, H189 1.090
185 H 7.42884 4.88234 -5.11438  N183 1.010
186 H 7.38466 3.54947 -4.03814  N183 1.010
187 H 4.07889 2.84104 -4.06134  C184 1.090
188 H 4.46555 3.83392 -2.67621  C184 1.090
189 H 5.59966 2.69879 -2.99929  C184 1.090
190 O 1.37066 7.50415 -0.48543  C191 1.193
191 C 1.50155 6.86450 0.51350  O190 1.193, N192 1.298, C193 1.520
192 N 0.84721 5.74549 0.58877  C191 1.298, H194 1.010, H195 1.010
193 C 2.30398 7.32996 1.71765  C191 1.520, H196 1.090, H197 1.090, H198 1.090
194 H 0.09823 5.74538 -0.08882  N192 1.010
195 H 0.65930 5.29627 1.47364  N192 1.010
196 H 1.91182 8.28620 2.06394  C193 1.090
197 H 3.29178 7.70880 1.45530  C193 1.090
198 H 2.33493 6.57991 2.50794  C193 1.090
199 O -1.48774 5.92732 -0.87757  C200 1.246
200 C -2.37524 5.93257 -1.75216  O199 1.246, N201 1.348, C202 1.479
201 N -2.65502 4.80211 -2.43131  C200 1.348, H203 1.010, H204 1.010
202 C -3.25466 7.11536 -1.87356  C200 1.479, H205 1.090, H206 1.090, H207 1.090
203 H -2.22520 3.96627 -2.06157  N201 1.010
204 H -3.30640 4.95321 -3.18827  N201 1.010
205 H -3.40911 7.52226 -0.87423  C202 1.090
206 H -4.17010 7.01297 -2.45630  C202 1.090
207 H -2.75776 7.81396 -2.54671  C202 1.090
208 O -1.13377 6.31896 -5.05432  C209 1.243
209 C -0.45566 7.28043 -4.65486  O208 1.243, N210 1.351, C211 1.550
210 N -0.75949 8.53886 -5.04256  C209 1.351, H212 1.010, H213 1.010
211 C 0.71196 7.14660 -3.64452  C209 1.550, H214 1.090, H215 1.090, H216 1.090
212 H -1.53753 8.66195 -5.67469  N210 1.010
213 H -0.01675 9.22081 -4.98427  N210 1.010
214 H 0.41712 6.52398 -2.79982  C211 1.090
215 H 0.96401 8.11578 -3.21410  C211 1.090
216 H 1.54794 6.63478 -4.12123  C211 1.090
217 O 2.12023 2.48110 -6.22411  C218 1.206
218 C 1.33773 3.36965 -6.45152  O217 1.206, N219 1.291, C220 1.462
219 N 1.68615 4.56568 -6.79170  C218 1.291, H221 1.010, H222 1.010
220 C -0.07216 2.99561 -6.54539  C218 1.462, H223 1.090, H224 1.090, H225 1.090
221 H 0.95846 5.14433 -7.18635  N219 1.010
222 H 2.64135 4.87270 -6.67583  N219 1.010
223 H -0.40924 3.08841 -7.57780  C220 1.090
224 H -0.68739 3.68254 -5.96424  C220 1.090
225 H -0.19602 1.92959 -6.35472  C220 1.090

Charge: -1
Spin multiplicity: 2
Orbital gap (alpha / beta): 1.27 / 9.44 eV
Energy: -3179.02302 Eh
Expectation value of S²: 0.75